The following is a quantum chemistry calculation of a molecular structure, C13H25BBrI3NO5PS at a distorted geometry, from OMol25.

```
51
Properties=species:S:1:pos:R:3:forces:R:3:nbo_charge:R:1
C 5.2647 3.3001 -0.6141 -0.09 -0.43 0.29 -0.62
C 4.3251 2.7205 -1.7094 0.59 0.68 0.55 -0.52
S 3.9967 0.9559 -1.3824 0.89 -0.22 -2.36 0.19
C 2.2470 0.5841 -1.7589 0.35 1.10 1.11 -0.58
C 1.4098 0.3044 -0.4258 -0.83 -0.26 -0.17 -0.12
I 2.8462 0.7843 1.1946 -1.44 -0.08 2.03 0.18
C 0.3162 1.3036 -0.0521 2.08 0.71 -1.48 0.23
N -0.7274 0.8453 0.5106 1.29 -0.09 -0.86 -0.39
C -1.8604 1.6297 0.9977 -0.37 0.41 -0.11 -0.15
I -1.1969 3.6089 1.6569 0.01 -0.47 0.02 0.13
C -3.0534 1.8634 0.0018 -0.77 -0.28 0.56 -0.35
C -4.3309 1.0481 0.3615 0.38 0.17 -0.58 -0.63
I -2.5967 1.6008 -2.0812 0.00 0.37 0.31 0.12
C -0.5439 -0.6511 0.6420 -2.40 -2.25 3.20 0.28
C -0.2877 -0.8650 2.1829 1.38 0.20 0.08 -0.67
C -1.9057 -1.3934 0.4678 -1.04 0.46 -1.05 -0.26
O -2.7508 -1.1942 1.6310 0.48 -0.47 -0.23 -0.63
C -3.6140 -2.3164 1.9425 -0.67 -0.26 1.02 -0.30
C 0.6213 -1.0467 -0.3050 1.44 1.41 -0.70 -0.84
B -0.0496 -1.5287 -1.6987 -0.05 -0.66 -0.68 1.19
O -0.1888 -0.6825 -2.7826 -0.13 0.37 0.61 -0.92
O -0.4585 -2.8438 -1.8428 -0.41 1.25 0.30 -0.88
P 1.5887 -2.6560 0.1653 -2.24 -3.08 0.98 1.43
O 2.7661 -2.9047 -1.0130 -0.22 1.90 0.58 -0.97
O 2.2671 -2.4840 1.6934 1.18 0.76 -1.78 -0.98
H 4.8631 3.1162 0.3938 0.05 0.11 -0.32 0.22
H 6.2618 2.8363 -0.6464 -0.30 0.10 -0.09 0.21
H 5.3966 4.3854 -0.7310 -0.11 -0.33 -0.13 0.22
H 3.4056 3.3213 -1.6887 0.10 -0.37 -0.32 0.22
H 4.8774 2.8192 -2.6535 -0.67 -0.02 0.02 0.22
H 2.2929 -0.2658 -2.4428 -0.57 0.28 0.14 0.25
H 1.8515 1.4958 -2.2308 -0.10 -0.61 -0.26 0.25
H 0.5486 2.3414 -0.3073 -0.69 -0.08 0.42 0.24
H -2.2527 1.1622 1.9083 0.24 -0.09 -0.40 0.28
H -3.3468 2.9128 0.1127 0.31 -0.29 -0.32 0.24
H -5.1896 1.5579 -0.1009 0.23 -0.06 0.32 0.22
H -4.4283 1.0113 1.4549 -0.14 -0.10 -0.35 0.23
H -4.3141 0.0377 -0.0637 0.12 0.19 0.44 0.24
H -0.8649 -0.1517 2.7857 -0.05 -0.43 -0.24 0.21
H 0.7660 -0.7055 2.4519 -0.33 0.04 -0.27 0.22
H -0.5217 -1.8980 2.4708 -0.17 0.36 -0.22 0.28
H -2.4899 -0.9645 -0.3844 0.50 -0.11 0.05 0.14
H -1.7878 -2.6341 0.3815 0.20 3.18 -0.61 0.25
H -4.0945 -2.0850 2.9115 0.15 0.33 -0.43 0.17
H -3.0705 -3.3272 2.0886 -1.43 2.22 -0.28 0.24
H -4.4163 -2.3711 1.1815 0.32 -0.22 0.16 0.15
H -0.8164 -1.0194 -3.4369 0.36 0.00 -0.01 0.50
H -1.3206 -2.8044 -2.2894 0.27 -0.70 -0.02 0.49
H 2.8488 -2.1658 -1.6381 0.45 -0.22 0.16 0.48
H 3.2347 -2.5036 1.5642 -0.18 0.18 0.49 0.49
Br -1.5169 -4.0837 1.1265 2.01 -4.59 0.45 -0.61
```
Forces are in eV/Å.

- Energy: -5172.69992 a.u.
- Maximum force: 5.0 eV Å⁻¹
- Frontier orbital gap: 0.1822 Ha